C3HN3O2 | the ωB97M-V functional and the def2-TZVPD basis

Cartesian coordinates (Å):
C -0.534 -0.286 -0.532
C 0.313 0.331 0.455
C 1.508 0.940 -0.049
H 0.367 -0.141 -2.234
N -1.418 -0.985 0.064
N -0.022 -0.094 1.680
N 2.372 1.494 -0.777
O -0.682 -0.268 -1.834
O -1.145 -0.817 1.361

Summary:
Structure (SMILES): N#Cc1nonc1O
Charge: 0
Gap between HOMO and LUMO, eV: 9.98
M, g mol⁻¹: 111.060
Lowest unoccupied orbital energy, eV: -1.0
ΔE to the lowest compared entry with this formula, charge and spin, kcal per mole: 90.99